1.
The following is a DFT calculation (ωB97M-V/def2-TZVPD) of a molecular structure, C33H23BrCoF4N2O4P.

XYZ file:
```
69
Properties=species:S:1:pos:R:3
Co 0.51863 0.81905 -1.35946
N 0.97589 -0.43536 -2.88292
C 1.27802 0.35230 -4.10138
C 0.69522 1.76896 -4.02217
O 0.76974 2.50365 -5.01387
N 0.22490 2.04077 -2.81520
C -0.10756 3.38920 -2.43452
C 0.00173 3.51299 -0.91006
O -0.25866 4.57991 -0.36671
O 0.33190 2.42972 -0.27537
H 0.14201 -0.99287 -3.03703
H 1.71321 -1.09956 -2.67872
H 2.35949 0.47003 -4.18492
H 0.92920 -0.14714 -5.00688
H 0.55195 4.12605 -2.90163
H -1.13072 3.66913 -2.71204
F -3.96908 -3.18687 3.61978
C -3.54814 -2.47176 2.57468
C -4.00080 -2.76792 1.30686
F -4.87157 -3.76651 1.12660
C -3.56247 -2.01394 0.23145
F -4.09862 -2.32951 -0.95760
C -2.64551 -0.98243 0.36768
P -1.95980 -0.00004 -1.04404
C -2.09073 -1.13242 -2.46805
C -1.68417 -2.46416 -2.36135
C -1.54936 -3.24951 -3.49536
C -1.79293 -2.71317 -4.75450
C -2.17081 -1.38390 -4.87103
C -2.31699 -0.59655 -3.73586
C -3.35300 1.16318 -1.28487
C -4.57475 0.81739 -1.86515
C -5.58606 1.75739 -1.97320
C -5.39173 3.04987 -1.49684
C -4.18653 3.39727 -0.90927
C -3.16949 2.45625 -0.80242
C -2.23876 -0.67059 1.67186
Br -1.15488 0.82042 2.01609
C -2.67802 -1.41162 2.75310
F -2.29334 -1.12435 3.99880
H -1.43880 -2.87081 -1.38821
H -1.23869 -4.28217 -3.39553
H -1.67584 -3.32567 -5.63960
H -2.34148 -0.94852 -5.84751
H -2.58209 0.44845 -3.84038
H -4.72974 -0.18667 -2.23994
H -6.52888 1.48329 -2.43055
H -6.18328 3.78356 -1.58782
H -4.01972 4.39991 -0.53735
H -2.23506 2.73019 -0.33067
O 0.39398 -1.59869 -0.02368
C 1.02192 -0.52921 -0.06630
C 4.83052 -3.59834 1.96315
C 3.73851 -3.84801 1.10540
C 2.89195 -2.83934 0.73887
C 3.08787 -1.51071 1.20449
C 2.24910 -0.41096 0.82471
C 2.54848 0.84932 1.27734
C 3.63067 1.08131 2.15289
C 4.43558 0.04946 2.53241
C 4.19395 -1.26448 2.05820
C 5.04959 -2.33365 2.42477
H 5.49100 -4.40790 2.24894
H 3.56725 -4.85214 0.73643
H 2.04437 -3.03759 0.10196
H 1.91663 1.67285 0.96547
H 3.81814 2.08520 2.51340
H 5.27675 0.21425 3.19696
H 5.88768 -2.12241 3.07987
```

Summary:
multiplicity: 2
⟨S²⟩: 0.76
total charge: -1
E_tot: -173596.11217 eV
HOMO-LUMO gap (spin up / spin down): 7.13 / 7.34 eV
energy above the lowest of the compared OMol25 structures with the same formula, charge and spin: 0.0 kJ/mol



2.
The following is a DFT calculation (ωB97M-V/def2-TZVPD) of 10 unconnected molecules or ions with the total composition C36H80F3N10O14P2 in a non-equilibrium geometry.

XYZ file:
```
145
Properties=species:S:1:pos:R:3
N -1.72915 6.02271 -1.57288
P -0.26863 5.84531 -2.17629
O 0.72449 5.23729 -0.93148
O 0.37392 7.37183 -2.67868
P -0.33638 4.54773 -3.95687
C -2.01455 4.88197 -4.77257
C -2.92702 3.55876 -4.92663
O -3.48597 3.17602 -3.64241
C 1.14657 5.10702 -5.04453
C 0.70737 5.66274 -6.48674
O 1.84669 6.35652 -7.05958
C 2.71487 5.40598 -7.72193
O 3.41405 5.84806 -8.66188
C -0.03991 2.72321 -3.58343
C -0.55809 2.22843 -2.14664
C 0.61521 2.06211 -1.06292
F 0.26197 2.30653 0.29456
C 1.98235 1.72706 -1.36199
F 2.47304 0.39068 -1.33891
F 2.96305 2.73686 -1.66325
H -1.78436 5.71335 -0.59120
H 1.56874 4.88904 -1.31111
H -0.15450 7.60608 -3.48871
H -2.61959 5.60582 -4.10099
H -1.95295 5.38048 -5.79695
H -3.82606 3.87620 -5.58195
H -2.42009 2.70118 -5.47990
H -4.13241 3.87808 -3.39622
H 1.70687 5.94366 -4.48280
H 1.88821 4.22095 -5.11491
H -0.13899 6.43465 -6.41990
H 0.42351 4.74476 -7.12506
H 2.76916 4.32744 -7.34773
H -0.64094 2.12475 -4.37181
H 1.06789 2.49629 -3.79427
H -1.44445 2.83432 -1.73439
H -0.97476 1.15883 -2.30333
C -5.09728 0.73628 -3.76548
O -4.15800 0.22383 -4.35212
N -6.35521 0.21883 -3.68820
C -7.42034 0.88938 -2.97017
C -6.63753 -1.04341 -4.34537
H -4.99055 1.69237 -3.23434
H -7.78324 0.23195 -2.17632
H -8.23529 1.10793 -3.66473
H -7.06703 1.82241 -2.52807
H -5.98304 -1.81553 -3.93371
H -6.43250 -0.94442 -5.41410
H -7.67965 -1.32812 -4.19649
C -0.50831 -2.12551 3.57130
O -1.66907 -2.16106 3.19583
N 0.41681 -1.20108 3.18391
C 1.77927 -1.22582 3.67752
C 0.02454 -0.16403 2.25184
H -0.10774 -2.86613 4.27972
H 1.98564 -0.28580 4.19746
H 2.46351 -1.33384 2.83081
H 1.92831 -2.05955 4.36885
H -0.79688 0.41353 2.68422
H -0.32394 -0.62919 1.32526
H 0.86508 0.49701 2.03751
C 2.70314 -4.99323 -2.72173
O 2.47469 -4.64287 -3.86755
N 2.92069 -4.15495 -1.67026
C 3.18560 -4.64910 -0.33420
C 2.88548 -2.72490 -1.89590
H 2.75149 -6.05739 -2.44297
H 2.41367 -4.27529 0.34294
H 4.16465 -4.28742 -0.00857
H 3.18158 -5.73955 -0.31302
H 1.90243 -2.44914 -2.28730
H 3.64441 -2.46114 -2.63719
H 3.07571 -2.18509 -0.96742
C 1.17772 1.52715 -7.23766
O 2.02794 2.34135 -6.90172
N 1.03152 1.01688 -8.48677
C -0.00286 0.05253 -8.80833
C 1.93946 1.44989 -9.53399
H 0.43961 1.13288 -6.52035
H 0.46671 -0.86396 -9.17273
H -0.64661 0.46817 -9.58715
H -0.60771 -0.18026 -7.93037
H 2.96401 1.20742 -9.24222
H 1.85705 2.53289 -9.65458
H 1.69992 0.95672 -10.47628
C 1.79805 -3.45366 6.96595
O 1.56202 -3.39114 5.76681
N 1.09019 -2.81776 7.93801
C 1.43063 -2.93987 9.34186
C -0.04099 -1.99190 7.55790
H 2.63260 -4.05297 7.36041
H 0.57748 -3.36293 9.87842
H 1.65780 -1.94683 9.73987
H 2.29866 -3.58897 9.47938
H -0.77172 -2.60701 7.02642
H 0.30328 -1.19928 6.88764
H -0.50611 -1.55044 8.43976
C 5.01319 -4.84386 9.64487
O 3.85752 -4.88251 9.25821
N 5.93775 -3.91690 9.26826
C 7.29623 -3.93607 9.77230
C 5.54996 -2.87814 8.33324
H 5.40927 -5.58612 10.35581
H 7.49537 -2.99682 10.29441
H 7.98643 -4.04030 8.93142
H 7.44539 -4.76756 10.46274
H 4.72311 -2.30358 8.75877
H 5.21169 -3.34163 7.40299
H 6.39055 -2.21439 8.12798
C -4.58148 -3.82333 7.01837
O -3.43274 -3.65907 7.38824
N -4.98697 -3.90333 5.71896
C -6.37520 -4.09989 5.35753
C -3.99529 -3.78767 4.66543
H -5.41100 -3.92316 7.73729
H -6.46564 -5.02453 4.78145
H -6.70741 -3.25546 4.74791
H -7.00479 -4.16922 6.24619
H -3.25275 -4.58037 4.78546
H -3.49305 -2.82239 4.75166
H -4.46519 -3.87032 3.68472
C 2.21406 9.15561 2.22855
O 2.96071 9.79701 2.94090
N 1.77644 7.88775 2.48407
C 0.88492 7.18634 1.58454
C 2.21881 7.22293 3.69485
H 1.81952 9.56775 1.28528
H -0.03368 6.93305 2.12103
H 1.37356 6.27086 1.24321
H 0.63558 7.80339 0.71927
H 1.91064 7.81381 4.56079
H 3.30943 7.15512 3.68807
H 1.78914 6.22250 3.76142
C -1.06414 -6.24742 -1.24718
O 0.08761 -6.07004 -0.89106
N -1.48061 -6.34891 -2.54157
C -2.87068 -6.56000 -2.88912
C -0.49809 -6.24165 -3.60288
H -1.88587 -6.34228 -0.51914
H -2.95937 -7.49325 -3.45111
H -3.21347 -5.72664 -3.50803
H -3.49260 -6.62082 -1.99454
H 0.25057 -7.02756 -3.47614
H -0.00247 -5.27102 -3.53216
H -0.97394 -6.34144 -4.57923
```

Summary:
total charge: +1
E_tot: -108912.35062 eV
HOMO-LUMO gap: 5.19 eV



3.
The following is a DFT calculation (ωB97M-V/def2-TZVPD) of 2 unconnected molecules or ions with the total composition C9H12NOP in a non-equilibrium geometry.

XYZ file:
```
24
Properties=species:S:1:pos:R:3
C 1.17137 2.27210 -1.02401
C 0.28493 2.33234 0.05633
C 2.37032 1.54928 -0.88980
C 0.74152 2.03208 1.36753
C 2.61460 0.92051 0.31573
C 1.84110 1.23025 1.42257
C -1.55283 -2.71710 -0.70736
C -0.44282 -1.76316 -0.89794
C -2.60874 -2.09698 0.22250
N -0.63422 -0.62581 -0.36597
O -2.49201 0.40345 1.14144
P -1.65477 -0.80041 1.21610
H 0.92356 2.71109 -2.04760
H -0.56915 2.83516 -0.08821
H 3.17690 1.40630 -1.64704
H 0.29710 2.24783 2.27606
H 3.61332 0.31774 0.43992
H -1.97506 -2.95161 -1.59116
H -1.41063 -3.69767 -0.15267
H 2.04652 0.94690 2.40263
H 0.44479 -2.16592 -1.49954
H -3.34344 -1.49536 -0.36856
H -2.93412 -2.96170 0.87752
H 0.09176 0.07070 -0.45848
```

Summary:
total charge: 0
E_tot: -22351.88070 eV
HOMO-LUMO gap: 7.51 eV
energy above the lowest of the compared OMol25 structures with the same formula, charge and spin: 162.4 kJ/mol



4.
The following is a DFT calculation (ωB97M-V/def2-TZVPD) of a molecular structure, C15H38CaN7O7P in a non-equilibrium geometry.

XYZ file:
```
69
Properties=species:S:1:pos:R:3
O 2.61229 -2.44235 -2.77345
H 2.92692 -2.48416 -3.74126
Ca 0.99930 -0.44410 -1.02331
N 0.02517 2.76203 0.90448
N 2.11376 1.56899 -0.04143
N -1.54520 -1.32559 0.71448
N -0.45636 -2.65985 -1.27564
O -1.04882 3.38506 1.17466
O -2.18297 -0.65290 1.71766
O 0.05246 -3.36945 -2.20950
O 3.17433 0.85862 -0.23166
C 2.27891 2.88508 0.16879
C 1.12023 3.54166 0.66090
C -2.10803 -2.50825 0.45806
C -1.44870 -3.26849 -0.57557
C 1.14558 5.01220 0.94936
H 1.87237 5.22264 1.76167
H 0.14076 5.35493 1.25330
H 1.48809 5.58269 0.06190
C 3.57722 3.57056 -0.05036
H 4.28123 2.83667 -0.42835
H 3.98024 3.96760 0.88071
H 3.51699 4.38898 -0.76841
C -3.37420 -3.00058 1.10088
C -1.97861 -4.59622 -0.98948
H -3.70264 -2.19437 1.76767
H -3.21054 -3.92325 1.66873
H -4.14171 -3.22385 0.34859
H -1.31328 -5.02795 -1.74797
H -3.00568 -4.53745 -1.40275
H -2.00751 -5.25502 -0.10836
H -2.43885 0.28541 1.34468
H 1.70190 -2.39948 -3.01861
C -0.97038 0.83266 -1.69287
H -0.48310 1.82562 -1.70125
H -2.04890 0.75735 -1.47335
H -0.68635 0.10869 -2.49587
O -2.95513 1.63030 1.30919
H -3.70989 1.78081 0.74931
H -2.23791 2.30876 1.09889
C 2.27374 1.01846 3.60496
N 2.97935 -0.24618 3.45594
C 3.94702 -0.44090 4.55660
P 2.25835 -1.49909 2.62286
O 1.49310 -1.11845 1.39871
N 3.61268 -2.46270 2.35740
C 3.37731 -3.83092 1.88125
C 4.69887 -1.81405 1.61957
N 1.53152 -2.51972 3.77853
C 0.12953 -2.35693 4.12801
C 2.26395 -3.16551 4.88923
H 1.74342 1.25127 2.67558
H 1.54612 0.98670 4.44371
H 3.01052 1.81967 3.80294
H 3.45967 -0.60423 5.54833
H 4.64213 -1.27281 4.36830
H 4.56474 0.48116 4.64955
H 2.99792 -3.85308 0.84230
H 4.31688 -4.41530 1.91976
H 2.63198 -4.31186 2.52372
H 4.39323 -1.49418 0.60236
H 5.01153 -0.90925 2.15268
H 5.56643 -2.49334 1.52440
H -0.23904 -3.32923 4.48803
H -0.00460 -1.60412 4.92446
H -0.43485 -2.05226 3.24212
H 3.30675 -3.39446 4.64285
H 2.25142 -2.56442 5.81936
H 1.75536 -4.11918 5.11159
```

Summary:
total charge: 0
E_tot: -68655.90354 eV
HOMO-LUMO gap (spin up / spin down): 5.09 / 4.46 eV
energy above the lowest of the compared OMol25 structures with the same formula, charge and spin: 290.5 kJ/mol



5.
The following is a DFT calculation (ωB97M-V/def2-TZVPD) of C2H4O2 in the gas phase in a non-equilibrium geometry.

XYZ file:
```
8
Properties=species:S:1:pos:R:3
C -0.82506 -0.00231 -0.27894
C 0.46161 0.14438 0.36730
O 1.71772 -0.62728 0.00293
O 1.57887 0.77434 -0.15651
H -1.21507 0.89201 -0.53356
H -1.52467 -0.65096 0.38412
H -0.67599 -0.67051 -1.21366
H 0.48260 0.14034 1.42833
```

Summary:
total charge: 0
E_tot: -6229.53252 eV
structure (SMILES): CC1OO1
HOMO-LUMO gap: 10.91 eV
energy above the lowest of the compared OMol25 structures with the same formula, charge and spin: 460.7 kJ/mol